(1)
This record from the Open Molecules 2025 dataset describes a structure of composition C15H29CsF2N2O4S2 at a distorted geometry. The level of theory is wB97M-V/def2-TZVPD.

Results
E (Ha): -2015.6925
Spin multiplicity: 1
Energy relative to the best compared isomer or geometry (same formula, charge and spin) (kcal per mole): 50.4
Total charge: -2
HOMO (eV): -1.1848

Geometry as XYZ:
```
55
Properties=species:S:1:pos:R:3:forces:R:3
Cs -0.700 -1.906 -2.225 -0.3 1.4 1.1
S 1.621 -1.751 -4.444 0.7 -0.5 -0.7
S 1.003 0.146 -4.240 -0.1 0.8 -0.1
F -3.683 -2.089 2.885 0.1 0.2 -0.1
F -3.832 0.022 2.233 0.1 -0.2 0.0
O 0.422 -2.594 -4.195 1.5 -1.1 -2.5
O 2.168 -1.949 -5.784 -0.1 0.0 0.0
O -2.338 -2.267 -0.470 -1.4 -0.1 1.5
O 2.637 -2.021 -3.400 -0.1 -0.1 -0.1
N 2.392 -1.702 -0.611 0.0 -0.1 0.0
N 1.448 -0.419 2.968 0.0 0.0 -0.1
C 0.166 3.513 -0.182 0.0 0.0 -0.1
C -0.888 3.427 0.723 0.0 0.0 0.1
C 2.763 -0.952 3.326 0.0 -0.1 0.0
C 2.490 -2.812 1.575 0.2 0.2 -0.2
C 3.379 -1.694 2.142 -0.3 -0.1 0.1
C -2.943 -3.465 -0.320 -0.4 -0.3 0.3
C -1.259 2.760 -1.950 0.2 0.0 0.0
C 0.002 3.184 -1.523 -0.1 0.1 0.1
C 1.138 3.267 -2.497 -0.1 -0.1 -0.1
C -3.035 -1.112 2.148 0.1 -0.1 -0.2
C -3.677 2.195 -1.533 0.1 -0.1 0.1
C -2.130 3.013 0.267 0.0 0.0 0.0
C -0.688 3.777 2.177 0.0 0.0 -0.1
C 2.680 -2.963 0.056 -0.1 0.1 0.3
C -2.326 2.672 -1.069 -0.1 0.0 0.0
H 2.706 -3.760 2.079 -0.1 0.0 0.0
H 1.472 -0.028 2.031 0.0 0.0 0.0
H 1.325 2.284 -2.938 0.1 0.0 0.0
H 4.352 -2.098 2.438 0.0 0.1 0.0
H -2.957 2.924 0.965 0.0 0.0 0.0
H 2.628 -1.635 4.174 0.0 0.0 0.0
H -2.087 -0.893 2.651 -0.1 0.0 0.0
H -2.674 -4.211 -1.112 0.0 0.0 0.0
H -4.059 -3.414 -0.343 0.0 -0.1 0.0
H 1.144 3.830 0.168 0.0 0.0 0.0
H 2.048 3.627 -2.015 0.0 0.0 0.0
H -1.198 3.056 2.818 0.0 0.0 0.0
H -2.708 -3.976 0.646 0.0 -0.1 -0.1
H 3.724 -3.221 -0.153 0.0 0.0 -0.1
H 1.394 -1.522 -0.569 0.2 0.1 0.2
H -3.985 1.323 -0.953 0.0 0.0 0.0
H 2.606 -1.778 -1.616 -0.1 0.1 0.1
H 2.054 -3.798 -0.293 0.1 0.0 0.0
H 3.537 -0.978 1.333 0.1 0.0 0.0
H -2.893 -1.438 1.088 -0.2 0.1 0.4
H -1.381 2.467 -2.988 0.0 0.0 0.0
H 1.151 0.309 3.602 0.0 0.0 0.0
H 0.886 3.939 -3.321 0.0 0.0 0.0
H -4.432 2.973 -1.397 0.0 0.0 0.0
H 3.464 -0.166 3.649 0.0 -0.1 0.0
H 1.443 -2.559 1.753 0.0 -0.1 0.1
H -1.098 4.766 2.398 0.0 0.0 0.0
H 0.371 3.784 2.433 0.0 0.0 0.0
H -3.646 1.914 -2.585 0.0 0.0 0.0
```
Positions in Å, forces in eV/Å.

---

(2)
This record from the Open Molecules 2025 dataset describes a structure of composition C20H50N3O10Pb at a distorted geometry. The level of theory is wB97M-V/def2-TZVPD.

Results
E (Ha): -1900.9189
Spin multiplicity: 1
Total charge: +1
HOMO (eV): -10.9377

Geometry as XYZ:
```
84
Properties=species:S:1:pos:R:3:forces:R:3
Pb -30.022 -16.483 -25.357 1.2 0.6 -0.9
O -21.475 -11.902 -28.240 2.1 -0.2 1.4
O -27.923 -6.690 -26.513 0.0 -0.5 -2.0
O -23.766 -11.458 -21.549 -0.3 -1.4 0.2
O -24.899 -10.220 -20.252 -0.2 -0.6 -0.1
O -19.430 -11.455 -27.451 -1.8 -0.4 0.5
O -23.189 -9.291 -21.426 -0.3 -0.2 0.4
O -27.603 -17.282 -32.206 -0.8 0.3 1.1
O -19.732 -11.250 -29.674 -1.6 -0.3 1.8
O -26.632 -14.988 -26.839 -0.5 -0.4 0.6
O -20.669 -18.046 -28.983 0.8 0.1 0.8
N -29.770 -16.859 -30.367 -0.3 -1.1 0.1
N -24.275 -18.438 -28.773 -1.2 0.6 0.9
N -27.514 -10.202 -25.383 -0.4 0.5 -0.2
C -18.061 -11.175 -27.630 2.2 0.0 -0.4
C -27.740 -9.061 -26.301 1.0 0.1 -1.3
C -28.943 -9.224 -27.230 -0.1 0.1 0.9
C -22.873 -11.791 -22.614 1.3 -0.6 0.1
C -28.148 -5.407 -25.981 -0.2 -1.3 0.2
C -19.735 -17.028 -29.244 0.3 -0.2 -1.2
C -28.952 -17.493 -32.587 1.0 -0.9 0.4
C -21.988 -17.613 -29.008 -0.5 -1.7 0.2
C -25.184 -9.087 -19.468 0.3 1.2 0.1
C -23.870 -10.230 -21.082 0.6 1.0 -1.0
C -22.907 -18.815 -28.661 1.8 -0.1 -1.6
C -31.115 -18.412 -31.657 1.2 -0.1 -0.2
C -27.746 -7.728 -25.598 -1.0 0.4 0.7
C -29.641 -17.975 -31.349 -2.3 0.6 1.1
C -22.464 -11.910 -29.229 0.2 2.1 -2.0
C -21.581 -12.556 -22.104 -1.2 1.2 0.5
C -22.735 -19.972 -29.652 0.2 0.3 0.3
C -17.230 -11.400 -26.343 -1.3 0.5 0.3
C -20.188 -11.479 -28.559 0.4 -0.6 -1.6
C -26.859 -16.762 -33.240 0.5 -0.5 -1.4
H -31.170 -19.154 -32.454 0.2 0.0 -0.1
H -29.140 -18.794 -30.834 0.4 0.0 -0.5
H -22.166 -16.822 -28.281 -0.1 0.5 -0.2
H -28.948 -8.448 -27.995 0.2 -0.2 0.0
H -23.368 -20.721 -29.175 0.2 -0.6 -0.7
H -28.628 -7.685 -24.960 0.0 -0.2 0.8
H -26.826 -7.561 -25.037 0.1 -0.2 0.4
H -25.803 -16.777 -32.971 -0.1 -0.1 -0.1
H -17.247 -12.455 -26.068 0.1 0.1 0.0
H -21.699 -20.281 -29.792 -0.1 -0.2 0.4
H -30.280 -16.154 -30.879 0.3 0.6 0.4
H -28.871 -16.553 -30.023 0.1 0.4 -0.4
H -29.848 -9.056 -26.646 -0.3 -0.3 0.0
H -22.401 -10.904 -29.644 -0.3 0.1 -0.5
H -26.060 -8.555 -19.838 -0.6 -0.7 0.2
H -28.724 -4.835 -26.708 0.6 0.2 -0.2
H -21.817 -13.423 -21.486 -0.4 -0.2 -0.4
H -26.891 -8.952 -26.975 0.4 -0.2 -0.3
H -25.242 -9.467 -18.448 -0.3 0.5 0.0
H -17.636 -11.847 -28.376 -0.3 -0.1 -0.2
H -17.944 -10.174 -28.045 0.0 0.1 0.2
H -31.562 -18.897 -30.788 -0.1 0.5 0.1
H -22.276 -12.561 -30.083 0.1 -0.4 0.4
H -28.935 -10.224 -27.664 -0.2 0.1 -0.1
H -27.352 -11.031 -25.936 -0.3 -0.2 -0.3
H -22.228 -17.379 -30.045 -0.3 0.8 -0.1
H -21.084 -11.903 -21.386 0.4 0.2 -0.3
H -19.715 -16.169 -28.573 -0.1 -0.3 0.6
H -24.444 -18.053 -29.692 0.0 -0.2 -0.4
H -20.928 -12.840 -22.929 -0.1 0.1 0.1
H -28.834 -5.556 -25.148 0.2 0.5 0.6
H -25.909 -14.560 -27.337 -0.7 -0.1 0.0
H -31.646 -17.527 -32.008 -0.4 -0.1 0.3
H -22.645 -10.869 -23.148 0.3 -0.1 0.0
H -24.458 -8.279 -19.556 0.7 -0.5 0.1
H -27.153 -5.050 -25.715 -0.4 0.9 0.3
H -29.352 -16.580 -33.027 -0.4 0.1 0.2
H -18.760 -17.508 -29.337 0.0 0.1 0.4
H -16.210 -11.017 -26.348 0.0 -0.3 -0.8
H -23.101 -19.712 -30.646 -0.3 0.0 0.0
H -17.657 -10.821 -25.525 -0.4 -0.2 0.2
H -26.612 -10.078 -24.944 0.1 0.3 0.4
H -27.086 -17.422 -34.077 0.8 0.0 -0.6
H -23.409 -12.461 -23.286 -0.3 0.1 0.1
H -19.916 -16.604 -30.231 -0.2 0.1 -0.3
H -23.504 -11.960 -28.905 0.5 -0.6 0.9
H -24.468 -17.649 -28.174 -0.2 0.1 0.5
H -22.604 -19.277 -27.722 -0.4 0.6 0.5
H -27.121 -15.768 -33.602 -0.3 0.4 0.5
H -29.037 -18.297 -33.318 0.3 -0.1 -0.5
```
Positions in Å, forces in eV/Å.

---

(3)
This record from the Open Molecules 2025 dataset describes the molecule C6H8S at a distorted geometry. The level of theory is wB97M-V/def2-TZVPD.

Results
E (Ha): -631.4125
Spin multiplicity: 1
Energy relative to the best compared isomer or geometry (same formula, charge and spin) (kcal per mole): 112.1
SMILES string: C1=C[C@H]2C[C@@H]2CS1
HOMO (eV): -7.9379

Geometry as XYZ:
```
15
Properties=species:S:1:pos:R:3:forces:R:3
S 2.023 -0.463 -0.668 1.2 0.9 -0.4
C -0.673 0.090 -0.456 1.3 1.5 -4.8
C -0.068 0.601 0.774 -4.1 -3.2 4.0
C 1.223 0.940 0.409 5.0 3.2 0.8
C -0.427 -1.280 -0.424 -2.1 -4.0 -1.8
C -1.525 0.984 0.299 -1.6 2.3 -0.9
C 0.855 -1.684 -0.589 -2.1 -3.2 0.4
H 1.274 2.049 -0.057 0.2 -2.8 0.4
H 0.995 -2.861 -0.609 0.5 2.9 0.1
H -0.194 -0.383 1.479 0.7 3.1 -0.9
H -2.560 0.591 0.716 2.7 0.8 -0.1
H 2.011 0.861 1.217 -1.2 0.8 -0.4
H 0.067 0.469 -1.428 -2.6 -0.2 2.3
H -1.660 2.050 -0.204 0.4 -2.4 1.2
H -1.340 -1.964 -0.460 1.6 0.4 0.4
```
Positions in Å, forces in eV/Å.

---

(4)
This record from the Open Molecules 2025 dataset describes a structure of composition C19H14Cl2I2N3STi. The level of theory is wB97M-V/def2-TZVPD.

Results
E (Ha): -3659.1346
Spin multiplicity: 1
Energy relative to the best compared isomer or geometry (same formula, charge and spin) (kcal per mole): 0.0
Total charge: +3
HOMO (spin up / spin down) (eV): -16.0064 / -16.0062

Geometry as XYZ:
```
42
Properties=species:S:1:pos:R:3:forces:R:3
I 1.201 -2.236 -0.331 0.3 0.1 0.0
I -2.044 -0.992 -0.039 -0.1 0.4 0.0
Ti 0.319 0.531 0.131 -0.3 -0.1 0.6
Cl -1.390 5.508 -0.884 0.0 -0.1 0.0
Cl 0.851 0.760 -2.205 0.2 0.3 -0.5
S -0.181 2.682 -0.003 -0.1 -0.1 0.0
N 0.786 0.626 1.984 0.0 0.1 0.1
N 3.095 1.762 6.327 -0.3 -0.2 -0.3
N 0.953 1.971 7.028 -0.1 -0.1 -0.3
C 1.735 2.230 8.083 0.0 0.0 0.3
C 4.201 2.285 8.483 -0.1 0.0 -0.1
C 1.783 1.668 5.946 0.4 0.3 0.4
C -0.663 4.840 -3.384 0.0 0.0 0.0
C -0.721 4.447 -2.047 -0.1 0.2 0.0
C 0.278 2.400 -2.695 0.1 -0.6 0.2
C 1.443 2.567 9.414 0.1 -0.1 -0.2
C 0.367 2.736 -4.014 -0.1 0.3 0.1
C 1.411 1.332 4.666 -0.1 -0.1 -0.4
C 2.109 0.726 2.427 -0.3 0.0 -0.2
C 2.535 2.746 10.214 0.3 0.0 0.1
C 3.905 2.610 9.759 -0.3 0.0 0.1
C -0.215 0.876 2.931 0.3 -0.1 -0.2
C -0.241 3.191 -1.672 0.1 -0.1 -0.2
C 2.434 1.063 3.685 0.0 0.0 0.2
C -0.826 -2.728 0.027 -0.1 -0.2 0.0
C 0.053 1.221 4.202 0.0 0.0 0.2
C 3.091 2.081 7.598 0.2 0.1 0.3
C -0.125 4.005 -4.345 0.0 0.0 -0.1
H 0.794 2.076 -4.756 0.0 0.0 0.0
H 5.214 2.187 8.122 0.0 0.0 0.0
H 4.693 2.780 10.480 0.0 0.0 0.0
H 2.381 3.005 11.254 0.0 0.0 0.0
H -1.046 5.814 -3.655 0.0 0.0 0.0
H 3.473 1.123 3.978 0.0 0.0 0.0
H -1.156 -3.385 -0.770 0.0 -0.1 0.0
H 2.876 0.515 1.691 0.0 0.0 0.0
H -0.054 1.988 7.031 0.0 0.0 0.0
H -1.235 0.784 2.581 0.0 0.0 0.0
H -0.786 1.405 4.859 0.0 0.0 0.0
H -0.920 -3.166 1.013 0.0 -0.1 0.0
H 0.434 2.671 9.786 0.0 0.0 0.0
H -0.080 4.337 -5.373 0.0 0.0 0.0
```
Positions in Å, forces in eV/Å.